The following is a quantum chemistry calculation of a molecular structure, C36H45BrCsN4OP2S4Sb, from OMol25.

Structure (XYZ):
```
95
Properties=species:S:1:pos:R:3:lowdin_charge:R:1
Cs -0.55 -1.67 -0.05 0.83
C -4.06 0.20 1.21 -0.13
C -3.19 0.99 2.19 -0.56
C -4.01 2.10 2.83 -0.12
P -1.59 1.46 1.34 1.05
C -0.83 2.65 2.55 -0.58
C 0.45 3.19 1.90 -0.13
C -0.52 1.91 3.85 -0.13
C -2.15 2.56 -0.01 -0.31
C -2.71 3.82 0.20 -0.13
C -3.14 4.62 -0.84 -0.14
C -3.01 4.14 -2.15 -0.13
C -2.44 2.91 -2.40 -0.05
C -1.96 2.07 -1.34 -0.33
N -1.27 0.93 -1.53 -0.06
C -1.32 0.18 -2.66 -0.39
C -2.53 -0.06 -3.36 -0.04
C -2.62 -0.98 -4.38 -0.11
C -1.51 -1.72 -4.76 -0.12
C -0.31 -1.49 -4.11 -0.14
C -0.17 -0.53 -3.10 -0.39
P 1.49 -0.44 -2.30 1.01
C 2.62 -0.57 -3.80 -0.55
C 2.30 0.27 -5.03 -0.12
C 4.08 -0.40 -3.39 -0.13
C 1.65 1.30 -1.65 -0.55
C 2.91 1.49 -0.80 -0.12
C 1.45 2.47 -2.62 -0.10
H -4.92 -0.24 1.72 0.08
H -3.52 -0.61 0.71 0.04
H -4.44 0.86 0.43 0.08
H -2.85 0.31 2.98 0.08
H -4.41 2.77 2.06 0.06
H -3.43 2.70 3.53 0.06
H -4.86 1.68 3.37 0.07
H -1.49 3.50 2.76 0.08
H 1.13 2.36 1.67 0.05
H 0.97 3.88 2.58 0.07
H 0.23 3.71 0.97 0.07
H 0.03 0.99 3.64 0.05
H -1.43 1.64 4.39 0.06
H 0.09 2.54 4.51 0.07
H -2.80 4.19 1.22 0.08
H -3.57 5.60 -0.65 0.08
H -3.33 4.75 -2.98 0.09
H -2.32 2.58 -3.42 0.10
H -3.42 0.46 -3.02 0.11
H -3.58 -1.15 -4.86 0.09
H -1.58 -2.48 -5.52 0.09
H 0.54 -2.10 -4.39 0.10
H 2.50 -1.63 -4.07 0.09
H 2.58 1.31 -4.88 0.05
H 1.24 0.24 -5.28 0.06
H 2.86 -0.10 -5.90 0.07
H 4.32 0.65 -3.23 0.06
H 4.74 -0.77 -4.17 0.07
H 4.30 -0.95 -2.47 0.07
H 0.79 1.32 -0.97 0.05
H 3.82 1.55 -1.41 0.06
H 3.04 0.66 -0.10 0.05
H 2.84 2.41 -0.22 0.07
H 2.33 2.62 -3.25 0.06
H 1.29 3.39 -2.05 0.07
H 0.58 2.31 -3.26 0.07
S -0.83 -7.67 0.38 -0.32
Sb 0.39 -6.01 -0.59 -0.16
S -1.42 -4.45 -1.65 0.41
S 1.29 -4.50 0.91 -0.20
S 1.62 -6.42 -2.46 -0.33
Br 7.06 0.75 1.21 0.68
C 5.33 0.15 1.76 -0.70
C 4.89 -1.10 1.36 -0.12
C 3.63 -1.52 1.75 -0.01
C 2.81 -0.70 2.53 -0.28
C 3.27 0.56 2.90 -0.03
C 4.54 0.99 2.53 -0.14
N 1.51 -1.07 2.87 0.12
C 1.32 -2.20 3.42 -0.12
C -0.01 -2.80 3.59 -0.32
C -0.09 -4.15 3.91 -0.07
C -1.31 -4.80 3.77 -0.05
C -2.40 -4.07 3.33 -0.05
C -2.23 -2.71 3.10 -0.16
N -1.08 -2.08 3.23 0.10
H 5.50 -1.73 0.74 0.11
H 3.24 -2.48 1.40 0.06
H 2.62 1.21 3.47 0.10
H 4.90 1.97 2.81 0.10
H 2.17 -2.85 3.69 0.13
H 0.80 -4.69 4.16 0.11
H -1.38 -5.87 3.92 0.11
H -3.35 -4.55 3.12 0.11
H -3.07 -2.11 2.76 0.09
O -2.88 -3.23 -0.05 -0.37
N -2.18 -4.22 -0.16 -0.63
```

Summary:
E_HOMO ... -2.0 eV
Charge ... -2
Energy relative to the best compared isomer or geometry (same formula, charge and spin) ... 5.8 kcal/mol

---

The following is a quantum chemistry calculation of 6 unconnected molecules or ions with the total composition C25H63FN2O23P5S, from OMol25.

Structure (XYZ):
```
120
Properties=species:S:1:pos:R:3:lowdin_charge:R:1
C 1.55 -4.26 -0.16 -0.09
C 1.12 -2.81 0.08 -0.24
C -0.39 -2.65 0.13 -0.20
N -0.98 -2.86 -1.22 0.02
C -2.16 -2.14 -1.56 -0.39
S -2.25 -2.44 -3.41 0.70
O -2.21 -3.83 -3.70 -0.21
O -1.34 -1.53 -4.02 -0.23
F -3.70 -1.93 -3.74 -0.13
C -2.19 -0.58 -1.43 -0.04
N -3.64 -0.32 -1.48 0.14
C -4.34 -1.35 -1.20 0.05
C -3.49 -2.52 -0.86 -0.36
C -3.46 -2.41 0.70 0.02
C -4.15 -3.87 -1.25 -0.07
C -3.77 -5.01 -0.33 -0.25
O -4.42 -5.29 0.63 0.09
H 1.62 -4.79 0.78 0.08
H 2.54 -4.28 -0.60 0.08
H 0.87 -4.78 -0.83 0.07
H 1.57 -2.13 -0.64 0.12
H 1.48 -2.53 1.07 0.07
H -0.67 -1.70 0.58 0.11
H -0.77 -3.44 0.78 0.11
H -0.25 -2.60 -1.88 0.12
H -1.82 -0.23 -0.47 0.14
H -1.68 -0.03 -2.21 0.13
H -4.08 0.57 -1.71 0.13
H -5.43 -1.34 -1.21 0.18
H -4.45 -2.64 1.09 0.11
H -3.18 -1.41 1.02 0.10
H -2.72 -3.09 1.12 0.08
H -5.24 -3.77 -1.22 0.14
H -3.88 -4.16 -2.26 0.10
H -2.87 -5.59 -0.60 0.14
C 5.59 -1.91 5.41 -0.06
O 4.56 -2.38 4.52 -0.20
P 4.42 -1.79 3.07 0.32
O 3.28 -2.36 2.34 -0.23
O 5.82 -1.95 2.36 -0.22
C 6.30 -3.28 2.09 -0.07
O 4.38 -0.23 3.32 -0.21
C 4.34 0.65 2.18 -0.08
H 6.08 -2.78 5.84 0.09
H 6.33 -1.31 4.88 0.09
H 5.14 -1.31 6.20 0.07
H 5.50 -4.02 2.20 0.09
H 7.10 -3.51 2.78 0.09
H 6.68 -3.30 1.07 0.07
H 4.43 0.10 1.25 0.08
H 5.18 1.34 2.27 0.09
H 3.41 1.21 2.20 0.09
C -6.00 5.59 -3.36 -0.05
O -5.68 4.70 -2.27 -0.19
P -4.48 3.70 -2.39 0.32
O -4.33 2.80 -1.24 -0.24
O -3.19 4.54 -2.75 -0.22
C -2.69 5.49 -1.78 -0.06
O -4.75 2.92 -3.74 -0.20
C -3.72 1.97 -4.04 -0.09
H -6.15 6.59 -2.95 0.10
H -5.20 5.63 -4.10 0.09
H -6.91 5.25 -3.83 0.08
H -3.13 5.32 -0.80 0.09
H -2.92 6.49 -2.12 0.09
H -1.61 5.36 -1.72 0.09
H -2.88 2.09 -3.36 0.08
H -3.38 2.06 -5.07 0.11
H -4.18 0.98 -3.90 0.08
C 6.54 -0.23 -3.84 -0.09
O 6.74 -0.83 -2.55 -0.21
P 7.81 -1.97 -2.37 0.32
O 7.85 -2.51 -1.01 -0.21
O 9.19 -1.38 -2.89 -0.22
C 9.78 -0.29 -2.16 -0.08
O 7.45 -2.98 -3.53 -0.21
C 8.29 -4.13 -3.73 -0.07
H 6.51 0.85 -3.71 0.09
H 7.33 -0.49 -4.54 0.09
H 5.58 -0.58 -4.24 0.09
H 9.33 -0.18 -1.17 0.09
H 9.66 0.63 -2.72 0.09
H 10.84 -0.51 -2.04 0.09
H 9.15 -4.13 -3.06 0.09
H 8.63 -4.12 -4.77 0.09
H 7.70 -5.03 -3.55 0.09
C -10.96 1.51 -6.86 -0.08
O -10.10 2.63 -7.10 -0.20
P -10.22 3.94 -6.24 0.32
O -9.31 5.00 -6.66 -0.22
O -10.02 3.48 -4.72 -0.22
C -8.72 3.00 -4.36 -0.10
O -11.77 4.24 -6.27 -0.21
C -12.29 5.34 -5.50 -0.07
H -10.34 0.61 -6.84 0.09
H -11.48 1.60 -5.91 0.09
H -11.68 1.44 -7.67 0.09
H -7.98 3.25 -5.13 0.08
H -8.75 1.92 -4.22 0.09
H -8.43 3.48 -3.43 0.08
H -11.51 5.82 -4.91 0.09
H -13.06 4.96 -4.84 0.09
H -12.71 6.07 -6.19 0.09
C 6.89 0.22 11.77 -0.08
O 6.75 0.05 10.35 -0.20
P 5.48 0.59 9.59 0.32
O 5.49 0.27 8.17 -0.22
O 5.40 2.15 9.92 -0.23
C 6.44 3.00 9.43 -0.08
O 4.29 0.03 10.45 -0.21
C 2.94 0.40 10.11 -0.08
H 7.90 0.58 11.96 0.09
H 6.17 0.94 12.16 0.09
H 6.74 -0.74 12.26 0.09
H 7.04 2.50 8.66 0.09
H 7.08 3.30 10.26 0.09
H 5.98 3.89 9.00 0.09
H 2.92 1.12 9.28 0.09
H 2.48 0.85 10.98 0.09
H 2.40 -0.49 9.82 0.09
```

Summary:
E_HOMO ... -11.7 eV
Charge ... +1
Energy relative to the best compared isomer or geometry (same formula, charge and spin) ... 0.0 kcal/mol

---

The following is a quantum chemistry calculation of 9 unconnected molecules or ions with the total composition C35H65BN3O12 in a non-equilibrium geometry, from OMol25.

Structure (XYZ):
```
116
Properties=species:S:1:pos:R:3:lowdin_charge:R:1
C 2.98 3.57 -2.34 -0.09
C 4.09 2.83 -3.20 -0.25
O 3.54 1.54 -3.52 -0.11
C 4.18 0.48 -2.78 -0.35
N 4.28 0.73 -1.35 0.18
B 4.29 -0.51 -0.53 -0.63
O 5.22 -1.57 -0.77 0.08
N 3.33 -0.68 0.61 -0.06
C 3.69 0.49 1.51 -0.10
C 3.79 -1.87 1.41 -0.13
C 3.26 -0.81 -3.04 -0.58
O 3.71 -1.90 -3.45 -0.04
O 1.98 -0.67 -2.84 -0.06
C 5.59 0.26 -3.49 -0.16
C 5.56 0.00 -4.93 0.02
C 6.85 -0.24 -5.59 -0.05
C 8.06 -0.21 -4.74 -0.08
C 7.87 0.10 -3.34 -0.15
N 6.69 0.34 -2.69 0.11
H 3.34 4.54 -1.91 0.07
H 2.62 2.87 -1.56 0.06
H 2.11 3.74 -3.03 0.08
H 4.24 3.39 -4.17 0.12
H 5.08 2.81 -2.69 0.11
H 5.03 1.38 -1.11 0.11
H 4.70 -2.29 -1.18 0.10
H 3.39 0.19 2.55 0.07
H 4.82 0.60 1.53 0.10
H 3.24 1.45 1.15 0.09
H 3.65 -2.83 0.85 0.09
H 3.13 -1.95 2.34 0.07
H 4.84 -1.74 1.80 0.09
H 4.63 -0.04 -5.54 0.12
H 6.95 -0.44 -6.68 0.09
H 9.09 -0.40 -5.12 0.08
H 8.80 0.15 -2.71 0.09
C -0.51 1.97 -0.99 0.00
C -0.24 3.38 -0.53 -0.48
O 0.73 4.00 -0.92 0.03
C -1.22 3.99 0.43 -0.04
H 0.28 1.66 -1.68 0.08
H -0.51 1.29 -0.14 0.09
H -1.47 1.93 -1.51 0.08
H -1.26 3.40 1.35 0.06
H -2.21 4.04 -0.02 0.08
H -0.91 5.01 0.68 0.08
C -4.40 1.24 2.36 -0.01
C -4.14 2.64 2.83 -0.48
O -3.17 3.27 2.45 0.05
C -5.13 3.24 3.80 -0.03
H -3.61 0.93 1.68 0.08
H -4.40 0.55 3.22 0.07
H -5.36 1.19 1.84 0.09
H -5.17 2.65 4.71 0.06
H -6.12 3.29 3.34 0.09
H -4.82 4.26 4.05 0.08
C 1.64 -5.07 -6.93 -0.03
C 2.99 -4.98 -6.26 -0.50
O 3.98 -5.46 -6.77 0.04
C 3.05 -4.28 -4.93 -0.03
H 1.75 -5.60 -7.88 0.07
H 0.94 -5.62 -6.30 0.08
H 1.26 -4.07 -7.13 0.08
H 2.41 -4.79 -4.21 0.09
H 2.73 -3.24 -5.04 0.07
H 4.07 -4.29 -4.56 0.08
C -6.68 2.94 7.82 -0.02
C -7.57 2.20 6.86 -0.50
O -7.61 2.49 5.68 0.05
C -8.41 1.08 7.41 -0.02
H -6.13 3.72 7.28 0.08
H -7.28 3.41 8.60 0.09
H -5.96 2.25 8.26 0.05
H -9.09 1.47 8.18 0.09
H -7.77 0.31 7.84 0.06
H -9.00 0.64 6.61 0.08
C 2.47 -0.55 6.08 -0.02
C 3.64 -1.27 5.47 -0.49
O 3.60 -1.69 4.33 0.05
C 4.87 -1.44 6.32 -0.02
H 1.66 -0.50 5.35 0.08
H 2.12 -1.10 6.96 0.08
H 2.75 0.47 6.36 0.08
H 4.63 -2.02 7.21 0.08
H 5.26 -0.46 6.61 0.08
H 5.64 -1.97 5.76 0.08
C -3.66 -1.15 9.20 -0.02
C -4.58 -0.45 8.24 -0.48
O -5.53 0.20 8.63 0.04
C -4.28 -0.59 6.76 -0.01
H -3.99 -0.97 10.22 0.08
H -3.68 -2.23 9.01 0.09
H -2.64 -0.77 9.09 0.09
H -4.33 -1.64 6.47 0.09
H -3.29 -0.18 6.55 0.09
H -5.02 -0.03 6.19 0.08
C -1.55 -0.04 -7.11 -0.03
C -1.02 -1.17 -6.25 -0.49
O -1.59 -2.24 -6.21 0.02
C 0.22 -0.91 -5.45 -0.02
H -2.45 -0.37 -7.63 0.07
H -1.79 0.82 -6.48 0.09
H -0.80 0.24 -7.85 0.08
H 0.05 -0.09 -4.75 0.09
H 1.05 -0.67 -6.12 0.09
H 0.48 -1.80 -4.88 0.08
C -6.37 -0.91 -4.85 -0.03
C -5.04 -1.41 -4.35 -0.50
O -4.62 -1.09 -3.26 0.07
C -4.25 -2.33 -5.25 -0.03
H -6.82 -0.27 -4.10 0.08
H -6.23 -0.34 -5.77 0.08
H -7.04 -1.76 -5.04 0.08
H -4.02 -1.81 -6.18 0.07
H -4.83 -3.23 -5.45 0.09
H -3.32 -2.60 -4.76 0.08
```

Summary:
E_HOMO ... -4.6 eV
Charge ... -1

---

| no. | LUMO (eV) |
| --- | --- |
| 1 | 3.40 |
| 2 | -3.76 |
| 3 | 1.43 |